Molecular formula: C4H9NO2
Method: DFT, the ωB97M-V functional and the def2-TZVPD basis

Output
Calculated total energy, Eh: -363.07027
Relative energy (zero: lowest compared OMol25 entry of this formula, charge and spin), eV: 0.415
Gap between HOMO and LUMO, Ha: 0.38328
Charge: 0

The geometry in XYZ format:
```
16
C4H9NO2 the ωB97M-V functional and the def2-TZVPD basis
H 0.78 -0.19 1.07
H 1.62 1.05 0.11
C 0.66 0.55 0.27
H -1.70 0.17 1.18
H 2.22 -0.97 -1.46
C 0.24 -0.18 -1.01
H -2.17 1.80 1.56
O -0.13 2.81 0.55
C 1.19 -1.32 -1.33
C -0.33 1.62 0.71
H -1.69 -0.15 -1.31
H 1.18 -2.05 -0.50
O -1.07 -0.74 -0.87
H 0.87 -1.84 -2.24
N -1.44 1.13 1.34
H 0.25 0.54 -1.85
```